The following is a quantum chemistry calculation of an isolated molecule of C4H7N3 at a distorted geometry, from the Open Molecules 2025 dataset.

Calculated values
**Gap between HOMO and LUMO**: 0.360 hartree
**Energy relative to the best compared isomer or geometry (same formula, charge and spin)**: 80.0 kcal/mol
**SMILES string**: C1=NC[C@H]2CN2N1
**HOMO**: -0.3229 hartree

XYZ file:
```
14
Properties=species:S:1:pos:R:3:forces:R:3
C 0.548 1.301 -1.042 -1.34 -1.16 -0.23
N 0.109 0.358 -1.833 0.20 0.24 1.54
C -0.254 -0.952 -1.151 2.32 1.60 1.75
C -0.731 -0.618 0.268 -2.72 -0.15 1.05
C 0.069 -0.770 1.549 1.75 -1.46 -0.08
N -0.270 0.542 1.082 -0.47 1.22 -1.23
N 0.635 1.408 0.380 0.28 0.90 -1.31
H 0.772 2.267 -1.470 0.38 0.00 -0.48
H -0.965 -1.661 -1.595 0.15 0.93 -0.52
H 0.731 -1.474 -1.068 -0.74 0.06 -0.13
H -1.902 -0.664 0.339 2.35 -0.21 0.04
H 1.193 -1.179 1.503 -2.64 0.99 -0.09
H -0.516 -1.044 2.455 0.85 0.19 -0.57
H 0.581 2.487 0.583 -0.37 -3.16 0.27
```
Forces are in eV/Å.

natural (NBO) population analysis, charges in e, atoms 1 to 8: 0.24, -0.47, -0.28, -0.11, -0.25, -0.26, -0.48, 0.17